1.
The following is a quantum chemistry calculation of a cluster of 11 separate species, H24O12 in total at a distorted geometry, from the Open Molecules 2025 dataset.

Relative energy (zero: lowest compared OMol25 entry of this formula, charge and spin)   9.574 eV
E_tot   -24952.121 eV
F_max   14.89 eV/A

Last column: Löwdin charge in e.
Cartesian coordinates (Å):
1 H 0.491 0.968 0.313  0.0466
2 H -0.219 -0.326 -0.049  0.0397
3 H -1.196 1.208 2.177  0.0100
4 H -1.187 2.182 1.010  -0.0045
5 H 2.994 2.754 2.074  0.0697
6 H 2.330 2.013 3.223  0.0680
7 H -1.112 4.039 -2.742  0.0622
8 H -0.188 3.704 -1.582  0.0655
9 H -2.926 -0.705 1.720  0.0323
10 H -1.994 -1.576 2.546  0.0384
11 H 2.721 1.722 -2.031  0.0499
12 H 1.968 1.016 -0.916  0.0027
13 H -1.157 2.139 -2.278  0.0490
14 H -1.377 1.686 -0.844  0.0131
15 H 0.090 -2.944 -2.327  0.0624
16 H -0.118 -1.808 -1.338  0.0105
17 H -0.365 -6.190 0.009  0.0430
18 H -0.531 -4.705 0.290  0.0014
19 H -1.842 -3.238 0.265  0.0122
20 H -2.108 -1.753 0.079  0.0066
21 H 0.201 -0.332 -2.908  0.0175
22 H -0.988 -0.337 -3.856  0.0585
23 H 3.337 0.343 2.833  -0.0071
24 H 4.475 0.159 3.824  0.0353
25 O -0.271 0.427 0.550  -0.0447
26 O -1.486 2.091 1.922  -0.0600
27 O 2.793 1.866 2.391  -0.0662
28 O -1.090 3.981 -1.780  -0.0990
29 O -2.903 -1.524 2.228  -0.0548
30 O 2.495 0.844 -1.705  -0.0335
31 O -1.522 2.433 -1.436  -0.1477
32 O -0.585 -2.526 -1.781  -0.0402
33 O 0.119 -5.417 0.322  -0.0504
34 O -2.537 -2.614 0.026  -0.0544
35 O -0.610 0.148 -3.113  -0.0446
36 O 4.297 0.270 2.883  -0.0875

Cartesian forces (eV/Å) of the 3 atoms listed first:
0.0 0.0 0.3
0.0 0.1 0.0
-0.1 0.3 -0.1

---

2.
The following is a quantum chemistry calculation of a structure of composition C22H40N at a distorted geometry, from the Open Molecules 2025 dataset.

Net charge   +1
Relative energy (zero: lowest compared OMol25 entry of this formula, charge and spin)   17.821 eV
E_tot   -24930.093 eV
F_max   14.29 eV/A

Last column: Löwdin charge in e.
Cartesian coordinates (Å):
1 C -7.625 -2.948 -0.763  -0.1454
2 H -6.583 -3.421 -1.146  0.1292
3 C -7.440 -2.364 0.565  -0.4131
4 C -6.378 -1.530 0.812  -0.3293
5 C -6.556 -0.349 -0.060  -0.1550
6 C -5.621 0.796 0.583  -0.2367
7 C -4.215 0.395 0.339  -0.2121
8 C -3.187 1.678 0.399  -0.2217
9 C -1.746 1.335 0.205  -0.2457
10 C -1.297 1.109 -1.186  -0.3193
11 C 0.076 1.003 -1.397  -0.3351
12 C 0.974 2.061 -1.203  -0.1769
13 H 1.008 2.057 -0.163  0.0780
14 H 0.784 2.914 -1.654  0.0852
15 C 2.528 1.643 -1.583  -0.0117
16 C 3.129 0.583 -0.420  -0.0353
17 H 3.839 -0.231 -1.090  0.1984
18 H 2.377 -0.020 0.022  0.0956
19 N 4.199 1.245 0.467  -0.3182
20 C 5.259 1.821 0.065  -0.0859
21 H 5.897 2.124 0.650  0.0455
22 H 4.889 2.717 -0.516  0.1570
23 H 5.823 1.169 -0.609  0.1550
24 C 3.322 2.163 1.550  0.2021
25 H 4.030 2.618 1.944  0.0438
26 H 2.579 1.680 1.797  0.0315
27 H 3.101 2.795 0.788  0.0686
28 C 4.559 0.152 1.377  -0.1335
29 C 5.202 -1.135 0.808  -0.2034
30 C 4.646 -2.230 0.223  -0.1148
31 C 5.325 -3.088 -0.534  -0.1348
32 C 6.663 -3.157 -0.705  0.0173
33 C 7.402 -2.020 -0.001  -0.0581
34 C 6.648 -1.178 0.593  -0.1278
35 H 7.179 -0.300 1.073  0.1299
36 H 8.489 -1.809 -0.036  0.1261
37 H 7.268 -3.913 -1.243  0.1216
38 H 4.781 -4.021 -0.632  0.1237
39 H 3.520 -2.224 0.257  0.1368
40 H 3.505 -0.300 1.957  0.2059
41 H 5.226 0.330 2.363  0.1948
42 H 2.969 2.661 -1.229  0.1245
43 H 2.461 1.230 -2.445  0.0285
44 H 0.214 0.386 -2.437  0.1795
45 H 0.281 -0.011 -0.883  0.1395
46 H -1.790 0.296 -1.618  0.1143
47 H -1.493 1.970 -1.663  0.0989
48 H -1.329 0.235 0.867  0.1959
49 H -1.061 2.199 0.637  0.1335
50 H -3.436 1.983 1.624  0.1684
51 H -3.392 2.590 -0.117  0.0910
52 H -4.050 0.348 -0.947  0.1776
53 H -3.638 -0.315 0.616  0.0170
54 H -5.576 0.948 1.710  0.1340
55 H -5.700 1.764 0.167  0.0894
56 H -7.542 0.316 0.483  0.1953
57 H -6.501 -0.400 -1.050  0.0542
58 H -6.454 -1.284 1.965  0.1763
59 H -5.476 -1.893 0.563  0.0793
60 H -8.389 -1.970 1.147  0.1552
61 H -7.424 -3.389 1.168  0.1457
62 H -8.419 -3.694 -0.860  0.0672
63 H -7.838 -2.122 -1.595  0.1024

Cartesian forces (eV/Å) of the 3 atoms listed first:
1.3 1.1 -4.7
-2.3 0.8 1.0
-5.9 -6.5 3.7

---

3.
The following is a quantum chemistry calculation of a structure of composition C12H33BiClIN2OP2 at a distorted geometry, from the Open Molecules 2025 dataset.

Net charge   +2
Relative energy (zero: lowest compared OMol25 entry of this formula, charge and spin)   6.347 eV
E_tot   -63026.953 eV
F_max   5.57 eV/A

Last column: Löwdin charge in e.
Cartesian coordinates (Å):
1 C -0.887 1.301 -0.756  -0.5418
2 I 1.268 0.923 0.188  1.1242
3 H -1.415 0.927 -1.688  0.0714
4 H -1.665 1.791 -0.168  0.0234
5 H -0.772 0.229 -0.339  -0.0148
6 Bi 0.122 -1.198 -4.372  1.0431
7 P 0.238 2.551 -1.660  0.5820
8 C -0.226 3.696 -0.376  -0.2728
9 C 1.830 3.278 -2.200  -0.2141
10 H 1.644 4.385 -2.251  0.0858
11 H -0.363 4.465 -2.895  0.0860
12 H 2.172 2.929 -3.192  0.0735
13 H -0.694 3.010 -3.903  0.0652
14 H 0.153 3.482 0.599  0.0293
15 H 2.624 3.079 -1.470  0.0363
16 C -0.729 3.413 -2.888  -0.2057
17 H 0.074 4.700 -0.685  0.0777
18 H -1.757 3.380 -2.508  0.0715
19 H -1.316 3.640 -0.300  0.0658
20 P 0.384 -2.714 -2.009  0.6479
21 C -0.138 -3.518 -0.451  -0.2526
22 C -0.741 -3.776 -3.035  -0.3619
23 H 2.453 -3.407 -3.205  0.0466
24 H 1.604 -4.774 -2.370  0.0630
25 H 2.560 -3.578 -1.394  0.0594
26 C 1.918 -3.712 -2.288  -0.2681
27 H -0.835 -3.429 -4.080  -0.0612
28 H -0.332 -4.785 -3.053  0.0602
29 H -0.286 -4.622 -0.572  0.0930
30 H -1.088 -3.066 -0.107  0.0524
31 H -1.701 -3.749 -2.514  0.0592
32 H 0.676 -3.333 0.266  0.0344
33 Cl 1.850 -0.520 -6.015  -0.1842
34 C 1.827 -1.375 2.364  -0.1448
35 N 0.744 -0.701 3.100  -0.1409
36 C 1.115 -0.139 4.391  -0.0487
37 C -0.467 -0.501 2.433  -0.5419
38 O -0.737 -1.184 1.426  -0.0996
39 N -1.440 0.394 2.856  -0.1013
40 C -1.675 0.917 4.189  -0.0439
41 C -2.475 0.709 1.875  -0.0474
42 H 2.197 -2.265 2.892  0.1018
43 H 2.740 -0.758 2.244  0.0705
44 H 1.461 -1.701 1.379  0.0126
45 H 1.077 0.965 4.406  0.0900
46 H 0.451 -0.567 5.176  0.1015
47 H 2.146 -0.441 4.644  0.1012
48 H -2.682 1.365 4.197  0.0966
49 H -1.658 0.095 4.922  0.0999
50 H -0.940 1.689 4.477  0.0881
51 H -2.229 1.546 1.222  0.0468
52 H -2.696 -0.078 1.162  0.0935
53 H -3.384 1.033 2.339  0.0917

Cartesian forces (eV/Å) of the 3 atoms listed first:
-3.0 -2.9 -3.7
4.0 -0.8 1.4
-0.1 0.2 0.5

---

4.
The following is a quantum chemistry calculation of a cluster of 3 separate species, C17H21F17N4O3PS in total at a distorted geometry, from the Open Molecules 2025 dataset.

Net charge   +1
E_tot   -96385.751 eV
F_max   2.72 eV/A

Last column: Löwdin charge in e.
Cartesian coordinates (Å):
1 C 1.968 1.286 -1.521  -0.0592
2 C 1.112 2.454 -0.944  -0.1275
3 C -0.079 1.922 -0.141  -0.2193
4 F 0.147 0.659 0.391  -0.0045
5 C -1.425 1.858 -0.896  -0.3214
6 O -2.351 2.793 -0.224  0.0399
7 C -2.102 4.045 -0.528  -0.3064
8 N -1.826 5.063 -0.989  0.2225
9 C -1.506 2.103 -2.397  -0.0314
10 N -2.961 1.818 -2.576  0.1211
11 C -3.317 0.978 -1.555  -0.3663
12 N -4.530 0.584 -1.261  -0.0333
13 P -5.904 1.135 -2.224  0.3297
14 S -7.579 0.466 -1.552  0.2146
15 N -2.161 0.603 -0.875  0.2065
16 H 2.809 1.081 -0.860  0.0927
17 H 1.399 0.389 -1.659  0.0183
18 H 2.364 1.608 -2.486  0.0913
19 H 1.752 2.971 -0.224  0.1239
20 H 0.838 3.196 -1.694  0.1136
21 H -0.237 2.593 0.710  0.1575
22 H -1.013 1.346 -3.017  0.1410
23 H -1.142 3.044 -2.804  0.1381
24 H -3.243 1.548 -3.510  0.1554
25 H -4.678 -0.027 -0.466  0.1394
26 H -5.665 0.805 -3.574  -0.0048
27 H -5.839 2.537 -2.106  0.0032
28 H -2.282 0.199 0.051  0.1702
29 C 2.484 0.804 5.293  -0.0255
30 C 2.367 2.279 5.738  -0.4405
31 C 1.369 2.629 6.849  -0.3082
32 F 0.100 2.332 6.519  0.0986
33 F 1.419 3.960 7.082  0.1022
34 F 2.150 3.052 4.648  0.1250
35 F 3.590 2.622 6.221  0.1120
36 O 1.791 0.374 4.113  0.0417
37 C 0.471 -0.038 4.134  -0.5360
38 C -0.435 0.892 3.321  -0.2848
39 F -0.371 2.164 3.756  0.1052
40 F -1.731 0.493 3.426  0.0892
41 F 0.031 -0.218 5.387  0.1625
42 F 0.430 -1.247 3.532  0.1464
43 H 3.531 0.685 5.019  0.1483
44 H 2.322 0.117 6.122  0.1468
45 H 1.627 2.109 7.775  0.1749
46 H -0.153 0.882 2.272  0.1300
47 C 2.744 -4.629 -2.584  -0.0213
48 C 1.628 -5.696 -2.666  -0.4422
49 C 0.899 -5.886 -4.003  -0.3061
50 F 0.258 -4.773 -4.408  0.0929
51 F -0.034 -6.853 -3.863  0.1029
52 F 0.739 -5.481 -1.671  0.1291
53 F 2.228 -6.886 -2.404  0.1149
54 O 2.441 -3.342 -2.025  0.0447
55 C 1.906 -2.313 -2.771  -0.5225
56 C 0.490 -1.946 -2.300  -0.2867
57 F -0.338 -2.998 -2.340  0.1148
58 F -0.036 -0.987 -3.118  0.0674
59 F 1.949 -2.584 -4.084  0.1600
60 F 2.725 -1.240 -2.580  0.1258
61 H 3.463 -5.040 -1.876  0.1501
62 H 3.285 -4.537 -3.524  0.1468
63 H 1.600 -6.196 -4.783  0.1748
64 H 0.512 -1.570 -1.275  0.1615

Cartesian forces (eV/Å) of the 3 atoms listed first:
-0.1 1.4 -0.2
0.9 -1.1 0.6
-0.2 0.7 -0.3

---

Question: Among the records above, which one has the highest E_tot?
Answer: C22H40N

---

Question: Number 3 is which compound?
Answer: C12H33BiClIN2OP2